Entry 1:
{
  "formula": "C4H5NS",
  "method": "wB97M-V/def2-TZVPD",
  "lumo_energy_ev": 0.234,
  "max_force_ev_per_a": 9.3,
  "smiles": "Sc1ccc[nH]1",
  "energy_ev": -16550.6917,
  "relative_energy_kcal_mol": 77.8,
  "species": ["S", "C", "C", "C", "C", "N", "H", "H", "H", "H", "H"],
  "xyz": [[0.524, -0.287, -1.933], [-0.142, -0.122, -0.217], [-0.422, -1.045, 0.852], [-0.380, -0.230, 2.014], [-0.220, 1.074, 1.620], [-0.005, 1.032, 0.278], [-0.111, -1.674, -2.446], [-0.673, -2.179, 0.903], [-1.063, -0.610, 2.983], [-0.465, 2.083, 2.150], [0.948, 1.685, -0.230]]
}



Entry 2:
{
  "formula": "C3H5MnO3",
  "method": "wB97M-V/def2-TZVPD",
  "lumo_energy_ev": [-6.009, -6.182],
  "max_force_ev_per_a": 6.6,
  "charge": 1,
  "energy_ev": -40643.5547,
  "relative_energy_kcal_mol": 76.4,
  "multiplicity": 6,
  "species": ["H", "C", "C", "O", "C", "O", "H", "H", "H", "H", "Mn", "O"],
  "xyz": [[-0.648, 1.781, -0.939], [-0.059, 0.837, 0.494], [0.495, 1.462, -0.746], [0.533, -0.593, -0.200], [-0.195, -1.611, 0.011], [0.503, -2.711, -0.108], [0.612, 1.047, 1.347], [1.477, 1.100, -1.075], [-0.046, -3.474, 0.112], [0.806, 2.494, -0.534], [-2.163, -0.969, 0.772], [-1.314, 0.636, 0.866]]
}